Entry 1:
Here is a molecular structure, C54H61MnN5O3S in a non-equilibrium geometry from the Open Molecules 2025 dataset. Energies are from ωB97M-V/def2-TZVPD.

Geometry as XYZ:
```
125
Properties=species:S:1:pos:R:3:lowdin_charge:R:1
Mn 0.611 -0.278 -1.306 0.72
C 3.660 2.141 4.267 -0.06
C 4.515 1.019 3.663 -0.55
C 5.924 1.590 3.434 -0.05
C 4.589 -0.142 4.669 -0.04
C 3.941 0.473 2.363 -0.16
C 2.606 0.600 2.031 0.06
C 2.115 -0.026 0.876 -0.18
N 0.818 -0.184 0.556 0.07
C -0.029 0.873 0.889 -0.24
C -0.717 1.005 2.071 0.00
C -1.503 2.138 2.293 -0.17
C -1.531 3.114 1.300 0.03
C -0.855 3.018 0.088 -0.07
C -0.086 1.850 -0.149 -0.29
O 0.563 1.567 -1.231 -0.08
C -0.994 4.064 -1.012 -0.53
C 0.386 4.634 -1.370 -0.03
C -1.606 3.381 -2.244 -0.03
C -1.911 5.224 -0.614 -0.06
C -2.303 2.226 3.583 -0.55
C -3.134 3.506 3.698 -0.06
C -1.345 2.162 4.783 -0.04
C -3.275 1.035 3.636 -0.05
C 3.034 -0.566 -0.101 -0.25
O 2.541 -0.694 -1.270 -0.13
C 4.375 -0.841 0.316 -0.08
C 4.766 -0.310 1.527 0.02
C 5.289 -1.811 -0.427 -0.53
C 6.778 -1.524 -0.183 -0.06
C 4.976 -3.214 0.127 -0.03
C 5.077 -1.788 -1.942 -0.05
H 4.168 2.556 5.137 0.08
H 3.508 2.943 3.548 0.09
H 2.691 1.779 4.601 0.07
H 6.264 2.108 4.328 0.08
H 6.649 0.811 3.215 0.07
H 5.918 2.299 2.609 0.09
H 5.056 0.191 5.594 0.08
H 3.591 -0.509 4.899 0.09
H 5.171 -0.968 4.266 0.08
H 1.902 1.107 2.673 0.11
H -0.641 0.213 2.801 0.12
H -2.120 3.996 1.473 0.09
H 1.062 3.840 -1.676 0.08
H 0.295 5.342 -2.192 0.08
H 0.818 5.153 -0.515 0.09
H -0.951 2.598 -2.615 0.07
H -2.564 2.931 -1.991 0.09
H -1.761 4.108 -3.038 0.09
H -1.509 5.780 0.229 0.08
H -2.005 5.909 -1.453 0.08
H -2.908 4.867 -0.367 0.08
H -2.501 4.390 3.727 0.09
H -3.833 3.592 2.869 0.09
H -3.712 3.477 4.619 0.08
H -0.678 3.023 4.782 0.09
H -1.906 2.163 5.715 0.08
H -0.737 1.261 4.761 0.07
H -3.886 1.011 2.735 0.08
H -2.748 0.088 3.719 0.08
H -3.932 1.135 4.498 0.08
H 5.771 -0.499 1.864 0.10
H 7.075 -1.749 0.837 0.07
H 7.369 -2.158 -0.841 0.08
H 7.012 -0.486 -0.406 0.09
H 5.197 -3.249 1.192 0.09
H 3.928 -3.472 -0.009 0.06
H 5.586 -3.958 -0.382 0.09
H 5.391 -0.826 -2.342 0.09
H 5.678 -2.564 -2.410 0.09
H 4.043 -1.957 -2.217 0.05
S -0.747 -0.058 -5.557 1.14
C 0.999 -0.089 -5.623 -0.45
C 1.793 -0.024 -6.749 -0.10
C 3.170 -0.019 -6.588 -0.09
C 3.722 -0.051 -5.313 -0.07
C 2.928 -0.102 -4.186 0.00
C 1.537 -0.151 -4.318 -0.26
N 0.610 -0.212 -3.319 0.04
C -0.643 -0.127 -3.819 -0.47
C -1.740 -0.042 -2.942 -0.26
C -3.067 0.153 -3.366 -0.04
C -4.069 0.225 -2.427 -0.07
C -3.760 0.103 -1.078 -0.06
C -2.443 -0.106 -0.663 -0.08
C -1.394 -0.161 -1.568 -0.13
H 1.342 0.035 -7.727 0.11
H 3.812 0.024 -7.454 0.10
H 4.797 -0.028 -5.198 0.10
H 3.356 -0.089 -3.201 0.08
H -3.274 0.253 -4.422 0.09
H -5.092 0.379 -2.735 0.10
H -4.547 0.157 -0.344 0.09
H -2.268 -0.239 0.398 0.10
C -8.235 -0.571 1.169 -0.05
C -7.040 -1.402 0.811 -0.29
C -5.875 -1.356 1.567 -0.06
C -4.763 -2.088 1.198 -0.04
C -4.799 -2.897 0.066 -0.24
N -3.634 -3.564 -0.323 0.15
C -3.560 -4.639 -1.159 -0.52
O -4.499 -5.286 -1.565 0.08
N -2.275 -5.034 -1.486 0.13
C -1.042 -4.399 -1.376 -0.21
C 0.096 -5.211 -1.246 0.02
C 1.327 -4.570 -1.252 -0.03
C 1.387 -3.201 -1.346 -0.09
N 0.309 -2.383 -1.410 0.06
C -0.891 -3.024 -1.460 -0.02
C -5.973 -2.981 -0.671 0.00
C -7.074 -2.237 -0.297 -0.04
H -7.930 0.398 1.560 0.08
H -8.838 -1.068 1.930 0.08
H -8.859 -0.415 0.292 0.07
H -5.834 -0.727 2.446 0.11
H -3.852 -2.015 1.776 0.11
H -2.785 -3.249 0.124 0.13
H -2.253 -5.958 -1.898 0.15
H 0.000 -6.283 -1.181 0.12
H 2.242 -5.139 -1.193 0.11
H 2.351 -2.725 -1.392 0.08
H -1.759 -2.405 -1.625 0.11
H -6.017 -3.622 -1.535 0.10
H -7.976 -2.295 -0.889 0.11
```

Output
Gap between HOMO and LUMO (spin up / spin down), eV: 5.46 / 5.53
E_tot, eV: -112738.443
Total charge: 0
Spin multiplicity: 2


Entry 2:
Here is 2 unconnected molecules or ions with the total composition C12H18N4O5 in a non-equilibrium geometry from the Open Molecules 2025 dataset. Energies are from ωB97M-V/def2-TZVPD.

Geometry as XYZ:
```
39
Properties=species:S:1:pos:R:3:lowdin_charge:R:1
C -1.532 4.367 1.229 -0.02
C -0.853 4.074 -0.073 -0.29
N -0.148 2.990 -0.171 0.20
C 0.453 2.696 -1.373 -0.53
O 1.240 1.765 -1.414 0.11
N 0.215 3.397 -2.532 0.23
C -0.478 4.509 -2.488 -0.13
C -0.743 5.303 -3.731 -0.43
O -0.863 4.733 -4.806 0.12
O -0.865 6.654 -3.612 0.11
C -0.973 5.061 -1.180 -0.06
H -2.616 4.379 1.090 0.09
H -1.214 5.343 1.605 0.09
H -1.283 3.604 1.974 0.09
H -1.018 6.974 -4.516 0.13
H -2.017 5.364 -1.286 0.14
H -0.391 5.951 -0.929 0.15
C 3.507 -2.660 0.906 -0.06
N 2.303 -1.849 0.724 0.04
C 1.043 -2.280 0.605 -0.46
O 0.139 -1.462 0.470 0.05
C 0.730 -3.794 0.571 -0.27
C 0.803 -4.350 -0.858 -0.03
N -0.604 -4.073 1.106 0.09
C -0.873 -4.173 2.406 -0.55
C -2.333 -4.266 2.784 0.00
O -0.009 -4.199 3.273 0.04
H 3.464 -3.179 1.866 0.09
H 4.387 -2.014 0.895 0.09
H 3.601 -3.391 0.101 0.07
H 2.404 -0.845 0.694 0.15
H 1.465 -4.316 1.185 0.13
H 0.577 -5.417 -0.853 0.08
H 0.085 -3.830 -1.496 0.09
H 1.805 -4.204 -1.261 0.07
H -1.379 -4.002 0.470 0.14
H -2.842 -3.360 2.460 0.08
H -2.412 -4.364 3.866 0.08
H -2.776 -5.135 2.302 0.08
```

Output
Gap between HOMO and LUMO, eV: 8.19
Relative energy (zero: lowest compared OMol25 entry of this formula, charge and spin), kcal/mol: 27.66
E_tot, eV: -28934.177
SMILES: CC1=NC(=O)N=C(C(=O)O)C1.CNC(=O)[C@H](C)NC(C)=O
Total charge: 0
Spin multiplicity: 1


Entry 3:
Here is a single C2H2BrNO2 molecule in a non-equilibrium geometry from the Open Molecules 2025 dataset. Energies are from ωB97M-V/def2-TZVPD.

Geometry as XYZ:
```
8
Properties=species:S:1:pos:R:3:lowdin_charge:R:1
O -1.178 -0.503 2.115 0.12
C -0.589 -1.011 1.235 -0.06
N -0.075 0.046 0.048 -0.28
O 0.462 -0.621 -0.884 -0.13
C -0.026 1.409 0.021 -0.53
Br -0.412 2.638 1.413 0.69
H -0.250 -1.925 0.890 0.11
H 0.289 1.710 -1.010 0.09
```

Output
Gap between HOMO and LUMO (spin up / spin down), eV: 8.19 / 8.19
Relative energy (zero: lowest compared OMol25 entry of this formula, charge and spin), kcal/mol: 78.05
E_tot, eV: -77729.950
SMILES: O=C/[N+]([O-])=C\Br
Total charge: 0
Spin multiplicity: 1